(A)
DFT (the ωB97M-V functional and the def2-TZVPD basis) results for a cluster of 2 separate species, C7H15NO in total.

Computed properties:
* SMILES: C=C[C@@H](C)O.CC(C)=N
* gap between HOMO and LUMO: 10.4 eV
* lowest unoccupied orbital energy: 0.84 eV
* HOMO energy: -9.52 eV

ORCA input file:
```
! wB97M-V def2-TZVPD RIJCOSX def2/J DEFGRID3
* xyz 0 1
C -3.01796 0.14899 -1.21892
C -2.13045 0.29458 -0.25094
C -1.10560 1.39716 -0.18467
C -1.21116 2.14782 1.14709
O 0.19304 0.86245 -0.36630
H -3.67529 -0.70562 -1.26328
H -3.12497 0.88428 -2.00246
H -2.02003 -0.47176 0.50914
H -1.27081 2.09420 -1.01357
H -1.00669 1.47426 1.98057
H -0.48271 2.95620 1.17692
H -2.21298 2.55287 1.27283
H 0.44377 0.20737 0.41973
C 1.29258 -1.37327 1.19023
C 2.24763 -0.94206 -0.14398
C 1.74495 -1.49117 -1.43269
N 3.37691 -0.44043 -0.00280
H 1.45321 -0.66704 2.00615
H 0.26553 -1.67726 0.99611
H 1.78360 -2.28910 1.52100
H 0.77030 -1.06358 -1.66185
H 1.63703 -2.57368 -1.35940
H 2.41901 -1.21945 -2.24094
H 3.63109 -0.10572 0.92203
*
```

Computed Löwdin charges, given in elementary charges: number 1, C, carries 0.02; number 2, C, carries -0.15; number 3, C, carries -0.46; number 4, C, carries -0.05; number 5, O, carries -0.09; number 6, H, carries 0.05; number 7, H, carries 0.06; number 8, H, carries 0.10; number 9, H, carries 0.14; number 10, H, carries 0.08; number 11, H, carries 0.08; number 12, H, carries 0.08; number 13, H, carries 0.08; number 14, C, carries -0.04; number 15, C, carries -0.45; number 16, C, carries -0.06; number 17, N, carries 0.13; number 18, H, carries 0.07; number 19, H, carries 0.06; number 20, H, carries 0.07; number 21, H, carries 0.07; number 22, H, carries 0.08; number 23, H, carries 0.08; number 24, H, carries 0.06

---

(B)
DFT (the ωB97M-V functional and the def2-TZVPD basis) results for a cluster of 2 separate species, C7H15NO in total.

Computed properties:
* SMILES: CC=C(C)C.NCC=O
* gap between HOMO and LUMO: 9.0 eV
* lowest unoccupied orbital energy: 0.72 eV
* HOMO energy: -8.25 eV

ORCA input file:
```
! wB97M-V def2-TZVPD RIJCOSX def2/J DEFGRID3
* xyz 0 1
C -1.80772 0.12569 -1.31949
C -0.37274 0.36935 -1.00290
C 0.50681 -0.62766 -0.65457
C 1.98648 -0.32330 -0.66294
C 0.16933 -2.06977 -0.94850
H -1.90205 -0.50166 -2.20831
H -2.34291 1.05782 -1.48774
H -2.27779 -0.41718 -0.49281
H -0.00820 1.38529 -1.08848
H 2.49220 -0.86980 0.13564
H 2.44367 -0.63381 -1.60519
H 2.18284 0.74094 -0.53305
H 0.94698 -2.73056 -0.56877
H -0.77037 -2.34374 -0.47183
H 0.05917 -2.24062 -2.02144
N 0.50680 2.24426 1.66438
C -0.60633 1.34388 1.69616
C -0.33075 -0.29812 1.38866
O -1.27219 -1.05278 1.56701
H 1.25921 1.94952 2.27483
H 0.86966 2.37595 0.72872
H -0.98107 1.25997 2.71931
H -1.42844 1.70813 1.08183
H 0.67740 -0.45181 1.80947
*
```

Computed Löwdin charges, given in elementary charges: number 1, C, carries -0.07; number 2, C, carries -0.13; number 3, C, carries -0.40; number 4, C, carries -0.06; number 5, C, carries -0.05; number 6, H, carries 0.09; number 7, H, carries 0.08; number 8, H, carries 0.08; number 9, H, carries 0.11; number 10, H, carries 0.08; number 11, H, carries 0.09; number 12, H, carries 0.07; number 13, H, carries 0.08; number 14, H, carries 0.08; number 15, H, carries 0.09; number 16, N, carries 0.00; number 17, C, carries -0.23; number 18, C, carries -0.31; number 19, O, carries -0.02; number 20, H, carries 0.07; number 21, H, carries 0.05; number 22, H, carries 0.11; number 23, H, carries 0.10; number 24, H, carries 0.12

---

On energetic grounds, (A) is preferred over the next structure by 0.0098 hartree.

---

(A)
DFT (the ωB97M-V functional and the def2-TZVPD basis) results for a structure of composition C7H15NO.

Computed properties:
* gap between HOMO and LUMO: 7.8 eV
* lowest unoccupied orbital energy: 0.82 eV
* HOMO energy: -7.01 eV

ORCA input file:
```
! wB97M-V def2-TZVPD RIJCOSX def2/J DEFGRID3
* xyz 0 1
C 0.46442 0.71085 0.24294
C 0.05450 -0.67637 -0.12039
C 1.44899 -0.96987 0.23504
C -1.54067 0.61401 -1.56320
C -0.29111 -0.75871 -1.55979
C 0.12336 1.36048 1.55580
C 1.80203 -1.89452 1.36052
N -2.69473 0.30600 -0.75628
O 1.14237 1.51783 -0.65709
H 1.65009 2.19535 -0.19854
H -0.70863 -1.07098 0.54495
H 2.22336 -0.80742 -0.50574
H -3.56923 0.57419 -1.19176
H -2.62817 0.69849 0.17347
H -1.80774 0.46120 -2.61044
H -1.18570 1.65025 -1.50894
H 0.49211 -0.41007 -2.22692
H -0.77621 -1.68646 -1.85608
H -0.47177 2.25944 1.37059
H -0.43605 0.68436 2.19799
H 1.01978 1.68474 2.09407
H 0.92349 -2.18072 1.93941
H 2.24758 -2.81738 0.98245
H 2.51793 -1.44468 2.05794
*
```

Computed Löwdin charges, given in elementary charges: number 1, C, carries -0.36; number 2, C, carries -0.39; number 3, C, carries -0.14; number 4, C, carries -0.21; number 5, C, carries -0.04; number 6, C, carries -0.03; number 7, C, carries -0.10; number 8, N, carries -0.02; number 9, O, carries 0.00; number 10, H, carries 0.11; number 11, H, carries 0.15; number 12, H, carries 0.12; number 13, H, carries 0.06; number 14, H, carries 0.06; number 15, H, carries 0.08; number 16, H, carries 0.09; number 17, H, carries 0.09; number 18, H, carries 0.10; number 19, H, carries 0.08; number 20, H, carries 0.08; number 21, H, carries 0.08; number 22, H, carries 0.07; number 23, H, carries 0.07; number 24, H, carries 0.07

---

(B)
DFT (the ωB97M-V functional and the def2-TZVPD basis) results for a cluster of 3 separate species, C7H15NO in total.

Computed properties:
* gap between HOMO and LUMO (spin up / spin down): 7.5 / 6.8 eV
* lowest unoccupied orbital energy (spin up / spin down): 0.82 / 0.71 eV
* HOMO energy (spin up / spin down): -6.72 / -6.07 eV

ORCA input file:
```
! wB97M-V def2-TZVPD RIJCOSX def2/J DEFGRID3
* xyz 0 1
C -2.05277 -0.24215 -0.19032
C 0.50333 -0.27223 -0.54387
C 0.11228 0.43450 0.54410
C -2.68996 0.00286 1.14137
C -2.18100 -1.63706 -0.72938
C 3.57219 1.50822 -0.23788
C 2.74112 0.34067 0.20709
O -2.41361 0.76098 -1.07830
N 3.09483 -0.65400 0.87763
H -2.13352 0.52027 -1.96896
H 4.09195 -0.66279 1.16540
H 0.79837 -1.30710 -0.43456
H 0.36312 0.09722 -1.55262
H 0.23071 -0.00794 1.52395
H -0.09620 1.49506 0.49105
H -2.27846 -0.66886 1.89485
H -2.54082 1.03293 1.46535
H -1.76274 -2.36063 -0.02945
H -3.77495 -0.17650 1.08929
H -3.23868 -1.89611 -0.89713
H -1.67086 -1.75835 -1.68874
H 3.22131 2.42771 0.23680
H 3.47009 1.64158 -1.31750
H 4.63427 1.38172 0.03186
*
```

Computed Löwdin charges, given in elementary charges: number 1, C, carries -0.50; number 2, C, carries -0.10; number 3, C, carries -0.08; number 4, C, carries -0.08; number 5, C, carries -0.07; number 6, C, carries -0.10; number 7, C, carries -0.28; number 8, O, carries -0.01; number 9, N, carries 0.06; number 10, H, carries 0.09; number 11, H, carries 0.05; number 12, H, carries 0.07; number 13, H, carries 0.08; number 14, H, carries 0.08; number 15, H, carries 0.09; number 16, H, carries 0.08; number 17, H, carries 0.08; number 18, H, carries 0.09; number 19, H, carries 0.08; number 20, H, carries 0.09; number 21, H, carries 0.08; number 22, H, carries 0.07; number 23, H, carries 0.07; number 24, H, carries 0.07

---

On energetic grounds, (A) is preferred over the next structure by 0.0800 hartree.

---

(A)
DFT (the ωB97M-V functional and the def2-TZVPD basis) results for an isolated molecule of C7H10O2.

Computed properties:
* SMILES: CC(=O)[C@@]1(C)OC12CC2
* gap between HOMO and LUMO: 10.5 eV
* lowest unoccupied orbital energy: 0.84 eV
* HOMO energy: -9.64 eV

ORCA input file:
```
! wB97M-V def2-TZVPD RIJCOSX def2/J DEFGRID3
* xyz 0 1
C -1.55062 1.50993 -0.56258
C -1.69880 0.03140 -0.31058
O -2.67683 -0.59870 -0.60542
C -0.49169 -0.59726 0.37027
C -0.54262 -0.50882 1.88269
O -0.02057 -1.82324 -0.17931
C 0.78144 -0.69534 -0.32038
C 2.22318 -0.46326 -0.11136
C 1.55796 -0.13869 -1.44270
H -0.99522 1.63487 -1.49153
H -0.99482 1.99419 0.23516
H -2.52803 1.96931 -0.68246
H 0.29608 -1.05578 2.30641
H -1.46917 -0.94803 2.24587
H -0.49218 0.52984 2.20257
H 2.87901 -1.31965 -0.07186
H 2.52764 0.35655 0.52296
H 1.42248 0.90100 -1.70327
H 1.77274 -0.77834 -2.28450
*
```

Computed Löwdin charges, given in elementary charges: number 1, C, carries 0.01; number 2, C, carries -0.37; number 3, O, carries 0.13; number 4, C, carries -0.36; number 5, C, carries 0.03; number 6, O, carries 0.10; number 7, C, carries -0.41; number 8, C, carries -0.04; number 9, C, carries -0.04; number 10, H, carries 0.09; number 11, H, carries 0.08; number 12, H, carries 0.09; number 13, H, carries 0.10; number 14, H, carries 0.09; number 15, H, carries 0.09; number 16, H, carries 0.11; number 17, H, carries 0.10; number 18, H, carries 0.10; number 19, H, carries 0.11

---

(B)
DFT (the ωB97M-V functional and the def2-TZVPD basis) results for an isolated molecule of C7H10O2.

Computed properties:
* SMILES: O=C(O)C=C1CCCC1
* gap between HOMO and LUMO: 10.2 eV
* lowest unoccupied orbital energy: 0.41 eV
* HOMO energy: -9.77 eV

ORCA input file:
```
! wB97M-V def2-TZVPD RIJCOSX def2/J DEFGRID3
* xyz 0 1
O -3.61192 0.20705 -0.92482
C -2.81539 0.11962 -0.07781
O -2.87862 -0.76162 0.86632
C -1.47512 0.96807 -0.05013
C -0.32594 0.43211 0.00042
C 0.08454 -1.05658 -0.18989
C 1.52772 -1.03937 -0.61133
C 2.07028 0.19007 0.16333
C 0.99919 1.25930 0.06845
H -1.92991 -0.81695 1.48289
H -1.80310 2.02663 0.13676
H -0.17638 -1.58502 0.88081
H -0.66171 -1.37673 -1.07664
H 1.87757 -1.95972 -0.29950
H 1.49990 -0.91254 -1.75790
H 2.18073 0.01796 1.33329
H 3.06739 0.27862 0.08141
H 1.21615 1.96967 -1.02603
H 1.15462 2.03943 1.00039
*
```

Computed Löwdin charges, given in elementary charges: number 1, O, carries 0.14; number 2, C, carries -0.61; number 3, O, carries 0.08; number 4, C, carries 0.00; number 5, C, carries -0.30; number 6, C, carries -0.17; number 7, C, carries -0.19; number 8, C, carries -0.24; number 9, C, carries -0.16; number 10, H, carries 0.22; number 11, H, carries 0.14; number 12, H, carries 0.16; number 13, H, carries 0.17; number 14, H, carries 0.08; number 15, H, carries 0.15; number 16, H, carries 0.15; number 17, H, carries 0.05; number 18, H, carries 0.18; number 19, H, carries 0.15

---

On energetic grounds, (A) is preferred over the next structure by 0.0396 hartree.